Here is C33H53BF4I2N2OP2SiW as an isolated structure from the Open Molecules 2025 dataset. Energies are from ωB97M-V/def2-TZVPD.

LUMO level (alpha / beta)	0.2925 / -0.5851	eV
multiplicity	3
gap between HOMO and LUMO (alpha / beta)	7.203 / 6.672	eV
energy above the lowest of the compared OMol25 structures with the same formula, charge and spin	0.0000	eV
<S²>	2.03
total energy	-3533.38791	Ha
strongest force on any atom	0.357	eV/Å

Geometry (Å):
C1 -1.31937 3.42581 -3.78047
H1 -3.00807 -3.49795 -1.82940
C2 2.61733 4.34063 0.50448
H2 -2.90644 -0.09373 -3.35170
C3 1.36475 -1.93485 -3.45042
C4 -3.18867 -2.69537 -2.54438
H3 -3.49911 2.68811 -1.37021
H4 -2.10584 2.82019 2.67963
H5 0.77719 -2.41003 0.77503
H6 -0.30128 -3.83488 5.20635
H7 -1.55334 -4.94049 1.99801
C5 -1.94276 1.82408 3.08217
H8 0.57047 -3.57452 3.69186
F1 -1.49354 2.58072 0.33301
C6 0.77291 -3.21515 0.04859
H9 4.31478 -0.38273 -3.78657
C7 2.41458 0.19835 3.46990
H10 -1.35832 -0.24300 -4.19782
H11 3.18723 -0.53947 3.69500
C8 0.21662 2.61952 4.02419
C9 -0.49432 -3.20890 -0.80047
C10 1.47617 1.99625 -0.56752
Si1 -1.82559 -2.94960 3.45271
H12 -2.77643 -1.13377 -4.77305
C11 -0.45024 1.50745 3.20924
C12 3.30857 -0.59256 -3.43955
O1 -1.34801 1.64167 -2.18616
H13 2.91862 -2.13305 -6.06983
H14 -1.36102 -3.28520 -0.13651
F2 -0.71748 4.44540 -0.80676
C13 0.79775 -1.13923 -2.45394
C14 -1.93004 2.63436 -2.64583
C15 -2.33651 -4.56745 2.66215
H15 0.81404 -2.79218 -3.81982
N1 0.84822 0.81296 -1.03071
C16 2.06946 2.94145 -1.39778
H16 1.77577 0.28586 4.34736
H17 0.05992 3.57988 3.53623
C17 1.46165 0.01189 -1.98118
H18 0.16765 -2.20205 4.72980
C18 -1.59094 -1.71100 2.13038
C19 -0.19553 -3.16148 4.35262
H19 4.28792 -2.52412 -5.03680
C20 -1.91574 -1.98245 -2.99983
H20 -2.08306 3.73640 -4.48783
C21 -0.45424 -4.41844 -1.73731
C22 3.19876 -2.51470 -5.08539
H21 3.31325 0.24498 0.91557
H22 2.21489 -0.93347 0.20596
H23 1.65990 -3.13488 -0.58358
H24 -1.31424 -4.50522 -2.39822
H25 0.45192 -4.41198 -2.34424
H26 -2.53329 -5.33530 3.41359
H27 -1.32116 -2.68232 -3.59573
P1 -0.74259 -1.56975 -1.63024
H28 -3.24409 -4.43135 2.07044
I1 -3.89350 0.31858 -0.32397
H29 -2.48234 1.10187 2.47448
F3 -2.75490 4.50534 0.24699
C23 1.40781 2.26819 0.80933
C24 -2.24988 -0.78451 -3.88207
F4 -0.83123 4.48510 1.48593
H30 2.91939 1.15298 3.30612
C25 2.67113 -0.61081 1.13599
N2 -3.08185 3.10374 -2.19738
H31 3.36433 1.03407 -2.08292
H32 -3.42995 -3.10861 5.34366
H33 -3.68195 -3.12845 -3.41746
H34 1.28147 2.47152 4.18703
C26 1.99003 3.41434 1.32959
H35 1.03923 -1.11734 2.46934
H36 -3.39554 4.01742 -2.47767
H37 -4.03383 -2.03440 4.07248
H38 -0.37251 0.56438 3.76180
H39 -0.26421 2.66329 5.00397
H40 3.83290 6.11339 0.36227
H41 -3.87675 -1.99138 -2.08265
C27 2.63254 4.08816 -0.86102
C28 -3.14331 -2.33630 4.62654
H42 3.30613 -1.42090 1.50160
B1 -1.44160 4.10894 0.31907
C29 2.61426 -1.67423 -3.98300
H43 3.75934 5.41854 1.98238
H44 -2.36886 1.79775 4.08837
H45 2.85209 -3.54685 -5.02342
H46 -2.79123 -1.46864 5.18826
C30 -1.43625 -0.88025 1.24397
H47 2.37825 6.30251 1.34084
C31 3.18174 5.61155 1.07735
H48 -0.84633 4.30467 -3.34509
H49 -0.42019 -5.32335 -1.12631
H50 1.92950 3.62200 2.38742
H51 2.06564 2.79122 -2.46858
W1 -1.09490 0.49741 -0.27330
I2 0.16078 2.38198 -4.86988
H52 0.83425 -4.16087 0.59338
C32 1.65508 -0.25087 2.21740
P2 0.42283 1.00311 1.64593
H53 3.07932 4.81565 -1.52936
C33 2.76399 0.22668 -2.47241

Atomic forces in eV per Å
C -0.04 0.04 0.02
H -0.02 0.04 -0.02
C 0.00 0.01 -0.01
H 0.00 -0.01 0.00
C 0.01 0.01 0.01
C -0.03 0.02 0.05
H 0.02 0.01 -0.01
H 0.01 -0.01 0.01
H -0.04 0.03 0.03
H 0.01 -0.01 0.00
H 0.01 0.01 -0.01
C -0.01 -0.02 0.00
H 0.00 0.01 -0.01
F 0.06 -0.06 0.02
C -0.06 -0.04 0.02
H 0.00 0.00 0.00
C -0.04 -0.02 0.00
H 0.00 -0.03 0.00
H -0.02 -0.02 0.01
C 0.00 0.00 -0.02
C 0.02 -0.02 0.00
C -0.06 0.02 -0.05
Si 0.00 0.00 -0.02
H 0.00 0.00 -0.01
C 0.06 0.03 0.01
C 0.00 0.01 -0.01
O -0.07 -0.31 0.02
H 0.00 0.01 0.00
H 0.01 0.00 0.01
F 0.02 0.02 -0.10
C 0.02 0.01 -0.02
C 0.02 0.16 -0.03
C -0.01 0.01 0.01
H -0.01 -0.02 -0.01
N 0.26 -0.09 0.10
C 0.02 -0.02 0.00
H 0.00 0.02 0.00
H 0.00 0.02 0.00
C -0.09 0.04 0.00
H 0.00 0.00 0.00
C 0.02 0.03 0.03
C 0.00 0.00 0.02
H 0.00 0.00 0.00
C 0.07 -0.02 -0.01
H 0.00 0.03 0.01
C 0.00 -0.03 -0.03
C 0.00 -0.01 0.00
H 0.00 0.00 0.01
H 0.02 0.02 0.02
H 0.01 0.02 0.01
H 0.05 0.00 0.03
H 0.02 0.01 -0.02
H 0.01 0.00 0.00
H -0.02 -0.01 -0.03
P -0.08 0.01 -0.13
H 0.00 -0.01 0.00
I -0.10 0.04 0.05
H 0.00 -0.01 0.00
F -0.11 0.06 0.01
C 0.00 0.04 0.01
C -0.01 0.02 0.01
F 0.06 0.02 0.10
H 0.01 0.01 -0.02
C 0.01 0.02 -0.05
N -0.01 -0.05 -0.03
H -0.01 0.01 0.01
H 0.01 0.00 0.00
H -0.01 0.00 0.00
H 0.02 0.00 0.00
C -0.02 -0.02 -0.02
H 0.00 -0.07 -0.01
H -0.01 -0.02 0.00
H -0.01 -0.01 0.01
H 0.00 -0.02 0.02
H -0.01 0.00 0.00
H 0.00 0.00 -0.01
H -0.01 0.02 0.01
C 0.01 0.00 0.00
C 0.00 0.00 0.00
H 0.00 0.00 0.00
B -0.01 0.00 -0.09
C 0.01 0.02 0.01
H 0.00 -0.01 0.00
H -0.01 0.00 0.00
H -0.01 0.00 0.00
H 0.00 0.01 -0.01
C 0.08 -0.25 -0.10
H 0.00 0.00 0.00
C 0.01 0.00 0.00
H 0.03 -0.02 0.01
H 0.00 0.00 0.00
H 0.00 0.00 0.03
H 0.01 0.00 0.01
W -0.07 0.34 0.07
I 0.02 -0.03 -0.01
H 0.01 0.00 0.00
C 0.05 0.08 0.05
P -0.08 -0.02 0.04
H 0.00 0.00 0.00
C 0.03 -0.02 0.00

These are the Löwdin partial charges, in e, on atoms 1 to 5: number 1, C, carries -0.54; number 2, H, carries 0.06; number 3, C, carries -0.26; number 4, H, carries 0.04; number 5, C, carries -0.05